(1)
Formula: C2H2F3I
Source: the Open Molecules 2025 dataset
Level of theory: the ωB97M-V functional and the def2-TZVPD basis

Summary:
Spin multiplicity ... 1
DFT total energy ... -674.5371 Ha
Molecular weight ... 209.936 g/mol
Maximum force ... 4.02 eV/A
E_HOMO (alpha / beta) ... -8.84 / -8.32 eV
Orbital gap (alpha / beta) ... 0.324 / 0.314 Eh

The geometry in XYZ format:
```
8
C2H2F3I the ωB97M-V functional and the def2-TZVPD basis
C -0.24300 1.52785 0.08623
H -1.27080 1.36196 -0.52884
F 1.30450 -0.38075 1.96318
H 0.91888 -1.49271 0.14713
F 0.64065 2.37085 -0.56890
I 3.18084 0.10782 -0.10795
C 1.39432 -0.55095 0.65922
F -0.46511 1.81911 1.31319
```

(2)
Formula: C2H3CrLiO
Source: the Open Molecules 2025 dataset
Level of theory: the ωB97M-V functional and the def2-TZVPD basis

Summary:
<S²> ... 6.172
Spin multiplicity ... 5
DFT total energy ... -1205.0943 Ha
Molecular weight ... 101.982 g/mol
Maximum force ... 2.44 eV/A
E_HOMO (alpha / beta) ... -7.25 / -7.63 eV
Orbital gap (alpha / beta) ... 0.225 / 0.238 Eh

The geometry in XYZ format:
```
8
C2H3CrLiO the ωB97M-V functional and the def2-TZVPD basis
C -0.43849 -0.62853 0.04608
Li 0.44321 1.35451 0.15026
H 1.49949 -0.60294 1.00390
H 1.27813 -1.82382 -0.39578
O -0.91325 0.41227 0.81272
H -0.49725 2.09257 -1.19085
Cr -2.21860 0.22907 -0.65006
C 0.84675 -1.03312 0.22373
```

(3)
Formula: C5H12O
Source: the Open Molecules 2025 dataset
Level of theory: the ωB97M-V functional and the def2-TZVPD basis

Summary:
Spin multiplicity ... 1
DFT total energy ... -272.7938 Ha
Molecular weight ... 88.150 g/mol
Maximum force ... 1.01 eV/A
E_HOMO (alpha / beta) ... -7.08 / -7.19 eV
Orbital gap (alpha / beta) ... 0.296 / 0.298 Eh

The geometry in XYZ format:
```
18
C5H12O the ωB97M-V functional and the def2-TZVPD basis
C -0.35208 -0.51526 0.35882
H -1.81306 -0.31858 1.89464
H -2.71801 1.86600 1.18269
H -0.81482 -1.13436 -0.41054
H 2.72718 -1.54256 0.47180
C 1.73947 -1.48404 0.04577
C -2.07268 1.30843 0.49558
H -1.47303 2.03148 -0.06874
O 0.85067 -0.85250 0.74982
H 1.43515 -2.03305 -0.83757
C -1.18114 0.32428 1.26523
H -0.51243 0.87840 1.93351
H -2.72237 0.78814 -0.21813
H 2.37337 0.96288 -1.19253
H 1.66053 -0.08973 -2.42603
C 1.43001 0.64697 -1.64879
H 0.65444 0.32477 -0.91855
H 0.95558 1.50789 -2.11397
```

(4)
Formula: C3H10OS2
Source: the Open Molecules 2025 dataset
Level of theory: the ωB97M-V functional and the def2-TZVPD basis

Summary:
Spin multiplicity ... 1
DFT total energy ... -991.8430 Ha
Molecular weight ... 126.246 g/mol
SMILES ... CCO.CSS
Maximum force ... 5.25 eV/A
E_HOMO ... -8.75 eV
Orbital gap ... 0.345 Eh

The geometry in XYZ format:
```
16
C3H10OS2 the ωB97M-V functional and the def2-TZVPD basis
O -0.36443 -1.03070 4.18476
C -1.03866 1.28119 4.23873
H -0.65180 2.16574 3.93580
S 0.23619 0.11115 -5.13308
C -0.47934 0.11280 3.34422
H 0.59973 -2.16798 -5.84099
C 0.72113 -1.51120 -4.87543
H 1.70206 -1.58846 -4.52582
H -1.03826 -0.06824 2.35721
H -2.11516 1.32353 4.14030
H 0.60225 0.49709 3.13301
H 0.03770 -2.02852 -4.15627
H -0.92155 -1.72347 4.16794
S 1.74368 1.36434 -5.65968
H 1.78253 2.18935 -4.54353
H -0.81607 1.07338 5.23281
```

(5)
Formula: C32H59N4O6PS
Source: the Open Molecules 2025 dataset
Level of theory: the ωB97M-V functional and the def2-TZVPD basis

Summary:
Spin multiplicity ... 1
DFT total energy ... -2664.6108 Ha
Molecular weight ... 658.887 g/mol
SMILES ... CCCCCCCCCCO[C@@H](N=C=O)[C@H](O[C@H](CCCCCCCCC)N=C=S)P(=O)(O)O.CCCC#N.CCCC#N
Maximum force ... 3.34 eV/A
E_HOMO ... -9.46 eV
Orbital gap ... 0.354 Eh

The geometry in XYZ format:
```
103
C32H59N4O6PS the ωB97M-V functional and the def2-TZVPD basis
C 0.89838 2.97472 4.03139
H 2.43599 -0.25306 -3.69775
C -3.61456 3.59329 -0.04797
C -1.83204 -1.86067 3.33350
H 0.23287 5.58820 -2.44507
C 3.93913 0.32388 0.58291
H -2.11715 4.86216 -1.52032
H -2.61683 3.93853 0.35157
H -4.31758 2.92810 1.91017
H -2.67625 -5.14569 3.72099
C 2.69109 1.20903 3.22489
N 0.89514 0.82491 -1.02981
O -1.26029 3.28050 -2.71654
H 4.18399 0.20494 -3.64758
C 2.18799 2.71958 3.14133
N -1.89461 -0.73281 3.54683
H 6.77724 -3.84741 -4.83408
C 6.84026 -3.77489 -0.85134
H 5.39835 -4.32681 -3.83513
H 2.97350 3.44471 3.51860
H 0.16228 2.12089 3.94066
H 3.49361 -1.31623 2.11623
H 3.80825 1.24262 3.12394
C 4.55918 -0.24410 -0.75481
H 2.52815 -1.10049 -1.37196
C -3.21466 3.88820 -4.32785
H 2.32836 -1.30604 0.70312
H -3.12702 -4.47363 6.04936
O 0.30853 5.71200 -1.47674
H -5.20685 2.16921 0.53979
C -2.37352 4.04735 -2.24788
C 1.96447 0.24661 2.19828
O -0.10863 4.34072 0.77733
H -2.27067 1.26928 0.41342
H -4.80797 -0.18986 1.46596
H 3.40066 1.30338 0.48009
H -7.81311 -3.43546 -0.20060
C -4.44011 -0.18098 -0.70315
H -5.45780 -3.39705 0.00913
H 0.37004 3.90501 3.65264
H -5.67699 -1.36809 -2.09280
C 0.08306 -0.12560 -1.02737
C 2.88709 1.69720 -2.59984
H 1.96193 3.04678 2.08678
S -4.05461 2.85959 -5.25688
H 3.61590 2.32469 -3.19824
H 1.21420 -0.35735 2.77800
H -2.52967 -2.84756 5.74664
N -2.95519 4.73470 -3.46600
C -5.88817 -2.36508 -0.13397
H -4.15804 -2.19588 -1.61993
H 5.86207 -5.51277 -1.55138
C -3.18883 1.22170 1.06466
O 1.58028 2.13514 -3.01023
N 6.82216 -2.76643 -0.30023
H 3.96146 -1.72374 -2.25404
C 6.86367 -5.07740 -1.57015
H -7.94855 -1.64849 -0.46022
H -3.53616 0.03335 -1.35711
H -0.16289 1.05962 -2.86603
P 0.53603 4.21740 -0.77734
H 5.34937 -1.00103 -0.50922
H 6.39888 -2.93756 -3.37730
O -0.37553 -1.16395 -1.27796
C -2.42778 -3.89237 5.44533
C 3.23278 0.18854 -3.03067
H 7.53842 -5.75845 -1.04792
H -7.31984 -2.72744 -1.86433
H -5.22285 0.59657 -0.90464
C -3.90248 -0.18814 0.78631
C -5.01236 -1.58077 -1.20074
H -1.99595 -3.49703 2.00793
C -1.75097 -3.32062 3.05758
H 3.14305 1.91028 -1.52865
H -1.07153 2.34637 -0.86593
H -3.74895 -3.75253 3.76022
H 1.36314 0.90205 1.49694
H -6.05080 -1.81264 0.82789
O 2.00102 3.97707 -0.64684
C 0.52513 1.68033 -2.20327
H 7.37686 -5.84163 -3.51443
C 6.42142 -3.94190 -3.80641
C 7.33352 -4.87152 -3.01273
C -0.41452 2.84858 -1.64436
H -3.22900 2.09551 -1.71710
H 4.81358 0.52449 1.27694
H -3.23013 -1.05814 1.00327
H -2.87221 1.20523 2.14579
H -0.72625 -3.65869 3.22741
H -1.41399 -4.22280 5.68697
C -7.36245 -2.56368 -0.75905
H -4.53596 3.39531 -2.02285
C -4.17410 2.45641 0.88937
C 2.97969 -0.66821 1.35771
C 3.51153 -0.77861 -1.81038
C -2.72530 -4.08065 3.96162
H 8.34756 -4.46236 -3.01645
H -4.27277 4.51684 -0.03639
H -0.20137 3.40300 1.05817
H 2.47237 0.87294 4.28243
C -3.52560 3.16959 -1.58965
H 1.13387 3.17698 5.11162
H 5.10393 0.62020 -1.25408
```

(6)
Formula: C6H8N
Source: the Open Molecules 2025 dataset
Level of theory: the ωB97M-V functional and the def2-TZVPD basis

Summary:
Spin multiplicity ... 1
DFT total energy ... -287.6864 Ha
Molecular weight ... 94.137 g/mol
Maximum force ... 5.49 eV/A
E_HOMO ... -12.71 eV
Total charge ... +1
Orbital gap ... 0.329 Eh

The geometry in XYZ format:
```
15
C6H8N the ωB97M-V functional and the def2-TZVPD basis
C -0.66657 0.33552 0.26305
H -2.81576 0.11644 0.40171
C 0.36286 1.18793 -0.05177
H 2.96496 -0.64356 -0.58183
C 1.43432 0.31641 -0.08121
C 0.20525 -0.63296 -0.66221
H -1.29261 -1.82770 0.61867
H 0.21043 -0.83831 -1.67621
H 0.18621 -1.33094 1.46137
H -2.17238 1.01461 -1.04697
H -2.06490 1.64791 0.42381
C 2.69142 0.24390 -0.03090
H 3.49215 0.72450 0.46199
N -2.08265 0.83047 -0.06377
C -0.45272 -1.14422 0.56426
```

(7)
Formula: CH6OS
Source: the Open Molecules 2025 dataset
Level of theory: the ωB97M-V functional and the def2-TZVPD basis

Summary:
Spin multiplicity ... 1
DFT total energy ... -515.0768 Ha
Molecular weight ... 66.125 g/mol
SMILES ... CO.S
Maximum force ... 2.99 eV/A
E_HOMO ... -9.75 eV
Orbital gap ... 0.386 Eh

The geometry in XYZ format:
```
9
CH6OS the ωB97M-V functional and the def2-TZVPD basis
H 3.75211 -2.83036 0.28080
H 2.81131 -1.37039 -0.28820
H -3.44915 2.70348 0.11484
H 3.10224 -1.91486 1.59338
S -2.26317 2.68194 -0.58356
H 1.45446 -3.50050 -0.18005
O 1.63666 -3.00930 0.58247
C 2.86794 -2.24895 0.52393
H -1.76116 1.56968 0.01288
```

(8)
Formula: C24H23AsBF5N10O7Rb
Source: the Open Molecules 2025 dataset
Level of theory: the ωB97M-V functional and the def2-TZVPD basis

Summary:
<S²> ... 0.752
Spin multiplicity ... 2
DFT total energy ... -4786.6873 Ha
Molecular weight ... 829.703 g/mol
Maximum force ... 0.26 eV/A
E_HOMO (alpha / beta) ... -2.73 / -2.73 eV
Total charge ... -2
Orbital gap (alpha / beta) ... 0.237 / 0.222 Eh

The geometry in XYZ format:
```
72
C24H23AsBF5N10O7Rb the ωB97M-V functional and the def2-TZVPD basis
C 2.80912 1.21041 -2.80581
N 2.40593 -0.22485 2.45039
N 2.83584 1.68234 -0.72357
B 3.06024 1.52585 0.79162
C -4.86951 -0.87334 -2.72730
H 3.97749 -1.03053 -0.26070
H -0.65812 -2.54984 4.51935
C 6.02720 3.47312 1.43594
C 5.29646 1.52020 2.11088
H -2.36915 0.70106 2.53631
H 1.90182 3.57767 -0.76993
O -3.79584 -2.87297 -1.17328
N 4.44108 2.06958 1.22392
F 1.87564 -3.41234 -1.42132
O -2.81119 2.41808 -5.69824
N 4.87809 3.27384 0.80910
C -0.29342 -4.39608 -1.33666
C -2.63326 0.11761 -2.99091
O -1.40381 0.12284 -2.83290
O -7.51059 -0.87913 -3.46817
H 7.21148 2.26913 2.91104
H 0.52535 4.24628 3.69165
C -1.23656 -1.67236 4.22389
N 2.96673 0.04963 1.24875
F -0.70253 -3.59343 -2.30313
C 3.49778 -1.07050 0.70129
F 1.34992 -4.54896 0.36909
O -2.09399 -1.53833 -0.61115
F 0.10113 -5.56810 -1.91811
Rb 0.28073 -0.34549 -0.68058
H -2.12875 -4.10978 2.32844
N 3.18563 0.73597 -1.62611
H 6.58304 4.38120 1.25640
H -0.68762 -0.78026 4.52941
H 5.08982 0.56002 2.55453
H 2.95776 0.61631 -3.69436
O -1.61879 2.63528 -3.92276
As -1.45598 -1.65462 2.25665
C 2.25842 2.73655 -1.33860
H -3.16948 -0.15358 1.19477
N 0.66938 2.07277 1.22282
C 6.34756 2.39496 2.28054
C -3.28937 1.04855 -3.90781
C 0.89807 -3.78724 -0.61117
H -3.08151 -3.20672 1.12932
C 2.07574 3.20433 2.51751
C -3.10348 -1.84827 -1.30658
C -5.41743 0.02560 -3.66275
O -7.25248 0.78141 -4.81357
C -4.61329 0.98302 -4.25744
C 2.21433 2.47622 -2.68676
C -2.67438 -3.18292 2.14185
H -3.47796 -3.08504 2.87573
C 0.80454 3.55664 2.91344
H -5.49701 -1.62584 -2.27147
H -2.20313 -1.69665 4.73285
H 3.51755 -3.15102 1.42316
H 2.16613 -1.98657 3.52520
N 1.96339 2.32565 1.50440
H -1.11192 2.79030 2.02319
H -3.64221 -0.49613 2.88402
N -2.51573 2.10196 -4.54562
C -2.81346 -0.24288 2.21946
C -0.03358 2.81251 2.06445
C 2.56665 -1.52250 2.63671
H -5.02076 1.67602 -4.97739
H 1.76928 3.08087 -3.45758
F -1.26689 -4.67712 -0.49693
C -3.55179 -0.84204 -2.37191
H 3.04386 3.51641 2.87237
N -6.80313 -0.02883 -4.00100
C 3.25489 -2.11593 1.56111
```

(9)
Formula: C4H8O2
Source: the Open Molecules 2025 dataset
Level of theory: the ωB97M-V functional and the def2-TZVPD basis

Summary:
Spin multiplicity ... 1
DFT total energy ... -307.4909 Ha
Molecular weight ... 88.106 g/mol
Maximum force ... 1.19 eV/A
E_HOMO ... -9.56 eV
Orbital gap ... 0.367 Eh

The geometry in XYZ format:
```
14
C4H8O2 the ωB97M-V functional and the def2-TZVPD basis
H 1.78174 -0.61771 2.07674
H -1.44169 -1.01754 -0.38416
C -0.40157 -0.05526 -0.69306
O 0.76195 -1.81790 0.63747
C 0.83652 -0.72203 1.54655
H -1.39886 1.78235 -1.22753
H -0.07928 2.01005 -0.02591
H 1.73585 -0.26169 -0.41281
C 0.80376 -0.52596 0.10227
H 0.28388 1.64112 -1.72628
H -1.49037 -0.49611 0.48429
C -0.41650 1.44331 -0.89943
H -0.06811 -0.53852 2.12292
O -0.90732 -0.82412 -1.60106
```

(10)
Formula: C4H8O3
Source: the Open Molecules 2025 dataset
Level of theory: the ωB97M-V functional and the def2-TZVPD basis

Summary:
Spin multiplicity ... 1
DFT total energy ... -382.7967 Ha
Molecular weight ... 104.105 g/mol
Maximum force ... 7.15 eV/A
E_HOMO ... -8.32 eV
Orbital gap ... 0.320 Eh

The geometry in XYZ format:
```
15
C4H8O3 the ωB97M-V functional and the def2-TZVPD basis
H 0.70840 1.25875 0.74109
H 2.91136 0.70284 1.53030
H -0.23968 -1.67801 -1.60916
O 1.95967 -0.93239 -1.23238
H -2.10682 -0.09070 0.95741
C -1.91536 0.49274 0.05611
C 0.69331 0.18460 0.60622
C 1.62976 -0.35238 -0.28011
O -0.92089 -1.38117 -0.99218
O 2.65874 -0.20128 1.29908
C -0.70594 -0.04149 -0.66899
H -0.45000 0.56199 -1.54955
H 0.35087 -0.47844 1.39274
H -1.77524 1.53731 0.33174
H -2.79819 0.41762 -0.58232
```

(11)
Formula: C4H5N3
Source: the Open Molecules 2025 dataset
Level of theory: the ωB97M-V functional and the def2-TZVPD basis

Summary:
Spin multiplicity ... 1
DFT total energy ... -319.6348 Ha
Molecular weight ... 95.105 g/mol
SMILES ... Nc1cncnc1
Maximum force ... 3.87 eV/A
E_HOMO ... -8.80 eV
Orbital gap ... 0.356 Eh

The geometry in XYZ format:
```
12
C4H5N3 the ωB97M-V functional and the def2-TZVPD basis
C 0.40271 -0.53646 0.25903
H 1.97171 -1.54110 1.10456
H 1.01194 1.64597 1.32010
H -0.90383 -1.61043 -1.15340
C -1.18420 1.52803 -0.58804
N 1.08207 -1.69624 0.65732
C -0.64832 -0.65491 -0.68479
H 1.11160 -2.49743 0.02751
C 0.57135 0.82245 0.72345
N -0.23580 1.78231 0.26179
H -1.74700 2.41868 -0.82695
N -1.43223 0.33914 -1.10059
```

(12)
Formula: C14H40N2O8
Source: the Open Molecules 2025 dataset
Level of theory: the ωB97M-V functional and the def2-TZVPD basis

Summary:
Spin multiplicity ... 1
DFT total energy ... -1268.6566 Ha
Molecular weight ... 364.480 g/mol
SMILES ... COC[C@H](C)N.COC[C@H](C)N.OCCO.OCCO.OCCO
Maximum force ... 2.89 eV/A
E_HOMO ... -8.63 eV
Orbital gap ... 0.327 Eh

The geometry in XYZ format:
```
64
C14H40N2O8 the ωB97M-V functional and the def2-TZVPD basis
H -13.42947 -9.56364 -12.49340
H -14.36240 -11.67499 -11.61741
H -13.09360 -10.19068 -9.23512
H -18.76890 -16.67282 -11.04499
O -9.87250 -10.58827 -13.22536
H -8.79980 -9.12773 -15.04595
H -12.25852 -14.68860 -6.15193
N -15.56926 -10.79769 -10.20547
H -11.70837 -13.49805 -8.41744
H -15.17172 -9.96409 -12.65579
H -9.83096 -11.33297 -13.82975
C -18.16318 -12.83498 -13.95412
H -16.15863 -14.39848 -7.44063
H -17.17309 -16.26641 -10.96718
C -15.65817 -13.97909 -8.31341
H -14.66570 -12.96445 -6.95208
C -13.06555 -10.91073 -10.05295
H -15.64096 -11.54165 -9.52615
C -13.36034 -13.87246 -4.41446
O -15.20121 -12.78556 -7.72850
H -18.45795 -13.84899 -14.22430
C -12.51933 -14.94672 -5.12555
H -10.90408 -12.27215 -9.33582
O -14.49614 -13.58730 -5.10798
C -11.74800 -12.43753 -8.66608
H -17.96693 -13.13355 -10.55652
H -16.69404 -11.43942 -11.97408
H -11.52322 -9.89587 -14.13900
H -14.04958 -15.96562 -5.56805
H -16.70808 -13.59585 -11.61462
H -10.54779 -8.73507 -13.29773
H -18.35152 -15.56315 -9.75466
H -17.99945 -10.78050 -11.48095
H -16.51054 -13.60649 -8.88152
H -13.89734 -15.15370 -8.53814
H -11.60635 -15.13310 -4.56001
O -12.93976 -12.26150 -9.49337
H -19.39017 -12.26088 -12.27760
H -11.64618 -11.68718 -7.88204
O -18.48591 -14.84216 -11.73909
O -10.02344 -9.97540 -16.41539
C -17.79517 -13.57705 -11.53729
N -17.64066 -11.27476 -12.28536
C -14.38777 -9.62659 -11.97784
H -14.67323 -8.62532 -11.65524
H -13.56602 -14.39220 -3.47869
H -12.86424 -12.95510 -4.09755
H -14.88050 -12.76605 -4.79269
C -14.79151 -15.00166 -9.14266
H -9.27863 -10.56797 -16.29007
C -14.33802 -10.83965 -10.91762
H -18.66382 -12.28123 -14.74836
C -9.86046 -9.10935 -15.29646
C -10.49203 -9.57625 -13.98868
H -15.14968 -16.02664 -9.23877
H -13.94688 -13.67798 -10.33838
C -18.14881 -15.81153 -10.79645
H -15.62475 -9.99101 -9.60025
H -12.05825 -10.74279 -10.43404
H -17.12173 -12.97991 -14.24134
H -10.10642 -8.06069 -15.46355
C -18.35524 -12.53007 -12.48870
O -14.40328 -14.51267 -10.46719
O -13.12584 -16.14913 -5.38194
```

- The lowest molecular weight belongs to which entry?
  CH6OS